Entry 1:
Computed, not measured: N2O6Rb as an isolated structure, with ωB97M-V with the def2-TZVPD basis set.

Last column: Mulliken charge in e.
Element x y z (Å)
Rb  7.95  -24.59  26.38  0.952
N  10.90  -23.77  25.18  0.882
O  11.25  -22.87  25.83  -0.551
O  10.46  -23.46  24.06  -0.623
O  10.72  -24.86  25.70  -0.682
N  6.82  -23.28  29.16  0.981
O  5.97  -23.58  29.98  -0.673
O  7.98  -23.34  29.26  -0.615
O  6.39  -22.78  28.13  -0.672

Calculated values
Spin multiplicity = 1
LUMO = 1.98 eV
Charge = -1


Entry 2:
Computed, not measured: N4O24Pb5S3 as an isolated structure, with ωB97M-V with the def2-TZVPD basis set.

Last column: Mulliken charge in e.
Element x y z (Å)
Pb  2.03  3.59  -1.53  1.148
Pb  -2.67  -1.40  -3.10  1.193
Pb  0.95  -2.65  -1.29  1.459
Pb  2.40  2.04  2.98  1.302
Pb  -2.66  -0.11  2.81  1.373
N  0.75  -1.32  -4.04  1.183
O  1.42  -2.22  -3.58  -0.701
O  -0.42  -1.15  -3.42  -0.609
O  0.99  -0.58  -4.90  -0.593
N  0.16  -2.16  2.02  0.868
O  0.75  -1.51  2.91  -0.595
O  -1.02  -1.81  1.61  -0.444
O  0.62  -3.27  1.52  -0.643
N  3.59  4.18  1.03  1.020
O  2.39  4.66  1.11  -0.585
O  4.30  4.33  2.00  -0.580
O  3.87  3.40  0.11  -0.582
N  -1.02  -4.80  -2.03  1.154
O  -1.02  -3.51  -2.13  -0.552
O  -1.81  -5.46  -2.56  -0.572
O  0.05  -5.16  -1.56  -0.692
S  -0.31  2.30  3.44  0.967
O  -1.05  1.31  2.64  -0.288
O  0.59  3.00  2.43  -0.509
O  -1.16  3.14  4.16  -0.577
O  0.74  1.59  4.30  -0.662
S  -4.26  -0.02  -0.53  1.060
O  -5.40  -0.93  -0.07  -0.560
O  -4.29  0.78  -1.72  -0.512
O  -3.73  0.23  0.75  -0.502
O  -2.68  -1.42  -0.93  -0.707
S  1.56  0.98  -0.45  1.174
O  2.69  1.48  -1.37  -0.744
O  1.15  -0.29  -0.99  -0.421
O  1.94  0.72  0.96  -0.558
O  0.55  2.05  -0.60  -0.712

Calculated values
Spin multiplicity = 1
LUMO = -1.22 eV
Charge = 0


Entry 3:
Computed, not measured: N6O22SSr as an isolated structure, with ωB97M-V with the def2-TZVPD basis set.

Last column: Mulliken charge in e.
Element x y z (Å)
Sr  0.59  0.77  1.58  1.395
N  -5.38  2.98  2.68  0.960
O  -4.22  2.49  2.71  -0.618
O  -6.06  2.72  1.71  -0.648
O  -5.65  3.88  3.45  -0.694
N  -4.06  -3.44  1.78  1.074
O  -4.01  -4.57  1.47  -0.675
O  -5.07  -2.84  1.64  -0.689
O  -2.99  -3.00  2.27  -0.709
N  5.67  -2.36  3.38  0.993
O  4.53  -1.90  3.37  -0.630
O  6.28  -2.44  4.46  -0.716
O  6.18  -2.77  2.36  -0.635
N  4.16  2.59  -2.82  1.050
O  3.15  2.77  -3.51  -0.670
O  4.07  2.54  -1.62  -0.684
O  5.21  2.50  -3.39  -0.699
N  -0.29  6.02  1.91  1.004
O  -1.22  6.75  2.29  -0.690
O  -0.36  5.60  0.77  -0.626
O  0.67  5.73  2.58  -0.687
N  -2.52  -0.71  -3.90  1.077
O  -2.33  -0.02  -2.94  -0.666
O  -3.32  -1.64  -3.82  -0.715
O  -2.04  -0.44  -4.93  -0.698
S  1.81  -4.22  -2.68  1.189
O  1.82  -2.99  -1.92  -0.577
O  1.69  -4.07  -4.13  -0.685
O  3.01  -4.99  -2.58  -0.709
O  0.70  -4.95  -2.19  -0.621

Calculated values
Spin multiplicity = 1
LUMO = 8.13 eV
Charge = -6


Entry 4:
Computed, not measured: an isolated ion of composition NO5P and charge -2, with ωB97M-V with the def2-TZVPD basis set.

Last column: Mulliken charge in e.
Element x y z (Å)
N  0.23  -0.89  -0.40  0.719
O  0.67  1.42  -0.70  -0.801
O  0.30  0.64  1.85  -0.754
O  -0.52  -1.07  -1.32  -0.539
O  1.19  -1.63  -0.12  -0.661
O  -1.70  0.80  0.27  -0.795
P  -0.17  0.71  0.43  0.830

Calculated values
SMILES = O=[N+]([O-])P(=O)([O-])[O-]
Spin multiplicity = 1
LUMO = 7.34 eV
Charge = -2


Entry 5:
Computed, not measured: an isolated ion of composition O2 and charge -1, with ωB97M-V with the def2-TZVPD basis set.

Last column: Löwdin spin population.
Element x y z (Å)
O  0.00  0.00  0.79  0.500
O  0.00  0.00  -0.79  0.500

Calculated values
Spin multiplicity = 2
LUMO (alpha / beta) = 5.59 / 5.62 eV
Charge = -1


Entry 6:
Computed, not measured: one molecule with the formula O2, with ωB97M-V with the def2-TZVPD basis set.

Last column: Mulliken charge in e.
Element x y z (Å)
O  0.00  0.00  0.71  0.000
O  0.00  0.00  -0.71  0.000

Calculated values
SMILES = O=O
Spin multiplicity = 1
LUMO = -3.73 eV
Charge = 0


Entry 7:
Computed, not measured: an isolated ion of composition O2P and charge -1, with ωB97M-V with the def2-TZVPD basis set.

Last column: Mulliken charge in e.
Element x y z (Å)
O  -0.32  0.53  -1.21  -0.515
O  0.40  -0.01  1.32  -0.559
P  -0.08  -0.52  -0.11  0.074

Calculated values
SMILES = O=P[O-]
Spin multiplicity = 1
LUMO = 5.19 eV
Charge = -1


Entry 8:
Computed, not measured: O4P3 as an isolated structure, with ωB97M-V with the def2-TZVPD basis set.

Last column: Mulliken charge in e.
Element x y z (Å)
O  2.33  0.29  1.02  -0.634
O  -2.81  0.62  0.10  -0.662
O  1.60  -0.28  -1.38  -0.567
O  -0.23  1.13  0.02  -0.395
P  -1.43  0.14  0.10  0.775
P  1.27  -0.17  0.05  0.650
P  -0.74  -1.73  0.09  -0.168

Calculated values
Spin multiplicity = 1
LUMO = 3.34 eV
Charge = -1


Values for ΔE to the lowest compared entry with this formula, charge and spin, kJ/mol, ordered as above
105.5 0.0 96.6 102.0 47.5 124.8 0.0 56.4